Arrangement i

DFT (ωB97M-V/def2-TZVPD) results for a 2-piece molecular cluster, C3H2ClNOS overall.

Results
* multiplicity: 1
* frontier orbital gap: 7.963 eV

XYZ file:
```
9
Properties=species:S:1:pos:R:3:nbo_charge:R:1
C -0.450 -0.552 0.012 0.0617
C 0.359 -0.444 -1.106 -0.1273
C 0.540 1.351 0.052 0.5014
H -1.220 -1.684 2.157 0.1695
H 0.813 -1.157 -1.944 0.2576
N 0.981 0.798 -0.962 -0.4776
O -0.517 0.716 0.699 -0.4374
S -1.483 -1.980 0.321 0.0440
Cl 0.977 2.952 0.771 0.0080
```

Arrangement ii

DFT (ωB97M-V/def2-TZVPD) results for the molecule C3H2ClNOS.

Results
* multiplicity: 1
* SMILES string: Sc1oncc1Cl
* frontier orbital gap: 9.542 eV

XYZ file:
```
9
Properties=species:S:1:pos:R:3:nbo_charge:R:1
S -2.029 -0.622 0.056 0.0663
C -0.248 -0.578 -0.098 0.2066
O 0.318 -1.697 -0.124 -0.3044
N 1.757 -1.525 -0.053 -0.1286
C 1.962 -0.288 0.190 -0.0148
C 0.671 0.449 0.097 -0.2472
Cl 0.131 2.112 -0.058 0.0204
H -1.984 0.703 0.159 0.1473
H 3.064 0.096 0.150 0.2546
```

Energies relative to the minimum, kJ/mol: arrangement i 81.5; arrangement ii 0.0

Arrangement i

DFT (ωB97M-V/def2-TZVPD) results for the molecule C5H12N2OS.

Results
* multiplicity: 1
* frontier orbital gap (alpha / beta): 7.826 / 7.827 eV

XYZ file:
```
21
Properties=species:S:1:pos:R:3:nbo_charge:R:1
C -0.085 1.354 0.300 0.2686
C 0.182 -1.550 -0.258 0.2451
C 0.617 2.689 0.033 -0.6232
C 0.925 -1.689 -1.520 -0.7095
C -2.525 -1.591 0.302 -0.7147
N 1.056 0.396 0.720 -0.4791
N 0.510 -0.778 0.811 -0.3278
O -0.598 0.796 -0.710 -0.8107
S -1.051 -2.755 0.129 0.2052
H -0.711 1.520 1.211 0.0866
H 1.431 2.430 -0.738 0.1786
H 1.089 2.917 0.959 0.2038
H -0.036 3.403 -0.406 0.2227
H 1.940 -1.213 -1.496 0.2254
H 0.240 -1.095 -2.069 0.2972
H 1.026 -2.726 -1.656 0.2375
H -2.471 -1.014 1.233 0.2184
H -3.461 -2.149 0.201 0.2305
H -2.504 -0.825 -0.554 0.2743
H 1.748 0.490 -0.100 0.3523
H 0.247 -1.025 1.787 0.4189
```

Arrangement ii

DFT (ωB97M-V/def2-TZVPD) results for a 2-piece molecular cluster, C5H12N2OS overall.

Results
* multiplicity: 1
* SMILES string: C=NC(C)=O.CN(C)S
* frontier orbital gap: 9.258 eV

XYZ file:
```
21
Properties=species:S:1:pos:R:3:nbo_charge:R:1
C 1.442 1.589 -1.463 -0.0123
N 1.716 0.381 -1.185 -0.4145
C 2.092 -0.322 -0.198 0.6435
C 3.618 -0.168 0.079 -0.7243
O 1.432 -1.111 0.421 -0.5828
H 1.240 1.712 -2.550 0.2058
H 1.439 2.270 -0.661 0.1849
H 4.217 -0.582 -0.781 0.2343
H 4.014 -0.799 0.908 0.2500
H 3.910 0.895 -0.066 0.2199
C -2.205 1.007 -1.841 -0.4279
N -2.535 0.787 -0.378 -0.5506
C -2.394 -0.608 -0.110 -0.4498
S -1.555 1.755 0.681 0.1530
H -1.330 0.400 -1.906 0.1776
H -2.939 0.527 -2.496 0.2031
H -2.093 2.087 -1.998 0.2125
H -1.356 -1.058 -0.302 0.1956
H -2.737 -0.659 0.994 0.2160
H -3.171 -1.186 -0.578 0.2011
H -0.315 1.171 0.244 0.0651
```

Energies relative to the minimum, kJ/mol: arrangement i 90.3; arrangement ii 0.0

Arrangement i

DFT (ωB97M-V/def2-TZVPD) results for an isolated ion of composition H2NO3S and charge -1.

Results
* multiplicity: 1
* SMILES string: NS(=O)(=O)[O-]
* frontier orbital gap: 8.356 eV
* net charge: -1

XYZ file:
```
7
Properties=species:S:1:pos:R:3:nbo_charge:R:1
N 0.269 -0.749 -0.746 -1.0804
S 0.118 0.494 0.493 2.3383
O -1.656 0.951 0.369 -1.0362
O 0.361 -0.226 1.724 -0.9953
O 0.994 1.541 0.079 -0.9771
H 0.035 -1.603 -0.349 0.3745
H -0.120 -0.409 -1.569 0.3761
```

Arrangement ii

DFT (ωB97M-V/def2-TZVPD) results for a 2-piece molecular cluster, H2NO3S overall.

Results
* multiplicity: 1
* frontier orbital gap (alpha / beta): 8.873 / 5.582 eV
* net charge: -1

XYZ file:
```
7
Properties=species:S:1:pos:R:3:nbo_charge:R:1
N -0.238 -1.185 -0.756 -0.3755
O 1.185 2.158 -0.930 -0.9763
O -0.489 2.033 0.832 -0.9945
O -0.779 -1.656 0.519 -0.6442
S 0.772 1.413 0.295 1.2592
H 0.451 -2.019 -0.944 0.2544
H -0.903 -0.743 0.984 0.4770
```

Energies relative to the minimum, kJ/mol: arrangement i 0.0; arrangement ii 224.8

Arrangement i

DFT (ωB97M-V/def2-TZVPD) results for H2NO3S as an isolated structure.

Results
* multiplicity: 1
* frontier orbital gap (alpha / beta): 6.447 / 6.444 eV
* net charge: -1

XYZ file:
```
7
Properties=species:S:1:pos:R:3:nbo_charge:R:1
N 0.908 0.175 -0.079 -0.4297
O -1.613 0.176 1.192 -1.0005
O -1.642 -1.143 -0.770 -0.9810
O 1.732 0.995 -0.717 -0.7488
S -1.450 0.201 -0.299 1.5253
H 1.184 -0.830 -0.282 0.3132
H 0.881 0.426 0.954 0.3213
```

Arrangement ii

DFT (ωB97M-V/def2-TZVPD) results for a 2-piece molecular cluster, H2NO3S overall.

Results
* multiplicity: 1
* frontier orbital gap (alpha / beta): 7.497 / 6.454 eV
* net charge: -1

XYZ file:
```
7
Properties=species:S:1:pos:R:3:nbo_charge:R:1
N 0.122 0.780 -0.225 -0.5333
O -3.147 0.882 -0.383 -0.9658
O -2.053 -1.332 -0.398 -0.9956
O 0.590 -0.576 -0.371 -0.6726
S -2.289 -0.071 0.343 1.4351
H 0.326 0.993 0.767 0.2613
H -0.219 -1.086 -0.595 0.4709
```

Energies relative to the minimum, kJ/mol: arrangement i 0.0; arrangement ii 15.5

Arrangement i

DFT (ωB97M-V/def2-TZVPD) results for a 3-piece molecular cluster, H4NO2SSi overall.

Results
* multiplicity: 1
* frontier orbital gap: 5.397 eV
* net charge: -1

XYZ file:
```
9
Properties=species:S:1:pos:R:3:nbo_charge:R:1
N -2.517 -1.927 -0.693 -1.3262
O 3.078 2.247 1.583 -1.0267
O 1.376 0.437 1.147 -1.0403
Si -1.996 -0.399 -1.069 1.3889
S 2.765 0.785 1.438 1.4129
H 3.753 0.168 -0.032 -0.3409
H -2.740 -1.944 0.276 0.3583
H -2.729 0.775 -0.591 -0.2273
H -0.990 -0.141 -2.060 -0.1987
```

Arrangement ii

DFT (ωB97M-V/def2-TZVPD) results for H4NO2SSi as an isolated structure.

Results
* multiplicity: 1
* frontier orbital gap (alpha / beta): 6.758 / 6.757 eV
* net charge: -1

XYZ file:
```
9
Properties=species:S:1:pos:R:3:nbo_charge:R:1
N -1.199 0.565 -0.470 -1.3534
O 1.608 1.346 -0.208 -1.0271
O 2.899 -0.857 -0.552 -0.9996
Si -0.600 -0.829 0.293 0.7713
S 2.013 -0.031 0.339 1.2978
H -0.391 1.270 -0.736 0.4223
H -1.858 1.007 0.192 0.3633
H -0.966 -0.751 1.684 -0.2542
H -1.506 -1.719 -0.543 -0.2205
```

Arrangement iii

DFT (ωB97M-V/def2-TZVPD) results for an isolated ion of composition H4NO2SSi and charge -1.

Results
* multiplicity: 1
* SMILES string: N[SiH2]OS[O-]
* frontier orbital gap: 6.762 eV
* net charge: -1

XYZ file:
```
9
Properties=species:S:1:pos:R:3:nbo_charge:R:1
N 0.849 -0.779 -0.023 -1.4753
Si 0.600 0.853 0.092 1.6336
O -0.919 1.084 0.674 -1.0761
S -2.238 0.121 0.108 0.6247
O -1.542 -1.443 -0.173 -0.9955
H -0.251 -1.238 0.005 0.4620
H 1.418 -1.187 -0.766 0.3639
H 1.346 1.173 1.311 -0.2625
H 0.738 1.415 -1.228 -0.2749
```

Energies relative to the minimum, kJ/mol: arrangement i 269.2; arrangement ii 41.4; arrangement iii 0.0